1.
ORCA calculation (the ωB97M-V functional and the def2-TZVPD basis) on a cluster of 3 separate species, C22H41NO6 in total in a non-equilibrium geometry.

XYZ file:
```
70
Properties=species:S:1:pos:R:3:mulliken_charge:R:1
C -1.03 -1.80 -1.80 -0.829
C -0.74 -0.32 -2.36 0.066
C 0.82 -0.06 -2.67 -0.306
N 1.45 0.69 -1.54 -0.126
C 2.28 -0.21 -0.67 0.436
O 3.36 -0.88 -1.38 -0.444
C 3.15 -2.32 -1.39 0.339
C 4.53 -3.12 -1.71 -0.679
C 4.20 -4.67 -1.38 0.077
O 3.06 -5.11 -1.73 -0.488
C 2.92 0.79 0.45 -0.098
C 3.67 0.01 1.64 -0.886
O 3.43 -1.42 1.70 -0.366
C 2.43 -1.74 2.69 0.256
C 2.58 -1.42 4.21 -0.290
C 1.44 -1.75 5.23 -0.497
C 0.16 -2.42 4.63 -0.401
C 0.01 -2.77 3.12 -0.524
C 1.14 -2.44 2.12 0.268
O 1.94 1.76 0.87 -0.474
C 0.84 1.15 1.60 0.006
H -1.94 -2.21 -2.35 0.375
H -0.15 -2.49 -2.00 0.126
H -1.28 -1.71 -0.69 0.079
H -1.21 0.52 -1.72 -0.074
H -1.27 -0.24 -3.39 0.265
H 0.83 0.67 -3.58 0.322
H 1.39 -0.99 -3.02 0.096
H 2.10 1.42 -1.85 0.305
H 1.55 -0.96 -0.18 -0.160
H 2.79 -2.72 -0.38 -0.222
H 2.39 -2.68 -2.17 0.148
H 4.77 -2.94 -2.82 0.317
H 5.34 -2.73 -1.00 0.265
H 4.95 -5.33 -0.82 0.309
H 3.73 1.39 -0.12 0.443
H 3.46 0.57 2.61 0.413
H 4.81 0.13 1.45 0.258
H 3.55 -0.91 4.57 0.325
H 1.52 -1.49 6.35 0.334
H -0.73 -2.66 5.33 0.312
H -0.94 -3.26 2.69 0.314
H 1.09 -2.68 0.99 0.214
H 1.15 0.68 2.59 0.109
H 0.13 2.02 1.88 0.136
H 0.21 0.41 1.00 -0.039
C -3.69 0.22 3.27 -1.270
C -2.99 1.54 3.03 0.494
C -3.98 2.68 2.90 -1.370
O -2.21 1.45 1.84 -0.412
H -4.35 -0.03 2.43 0.350
H -2.97 -0.60 3.35 0.217
H -4.29 0.24 4.18 0.405
H -2.30 1.74 3.85 0.294
H -4.66 2.52 2.05 0.328
H -3.46 3.63 2.71 0.335
H -4.59 2.79 3.80 0.394
H -2.81 1.27 1.10 0.243
C -3.30 2.48 -5.19 -1.210
C -3.58 3.07 -3.82 0.362
C -2.93 4.44 -3.66 -1.277
O -3.07 2.20 -2.81 -0.449
H -2.22 2.35 -5.35 0.266
H -3.76 1.49 -5.28 0.311
H -3.69 3.12 -5.98 0.408
H -4.65 3.15 -3.66 0.295
H -1.85 4.38 -3.77 0.314
H -3.13 4.85 -2.67 0.309
H -3.32 5.14 -4.41 0.412
H -2.11 2.12 -2.94 0.240
```

Computed properties:
Total charge: 0
Orbital gap, eV: 9.058
E, hartree: -1368.759575
ΔE to the lowest compared entry with this formula, charge and spin, kJ/mol: 630.64
Molar mass, g/mol: 415.6
LUMO level, eV: 0.4693
Spin multiplicity: 1

***

2.
ORCA calculation (the ωB97M-V functional and the def2-TZVPD basis) on a structure of composition C22H42As2N6RuS in a non-equilibrium geometry.

XYZ file:
```
74
Properties=species:S:1:pos:R:3:mulliken_spin:R:1
Ru -1.15 0.33 0.29 0.760
N -0.39 0.42 2.34 0.010
C 0.18 1.75 2.71 -0.001
C 0.77 2.38 1.47 0.019
N -0.27 2.47 0.41 0.053
C -1.24 3.55 0.70 -0.006
C -2.44 3.06 1.46 0.002
N -2.87 1.81 0.80 0.053
C 0.31 2.71 -0.94 -0.006
C -0.71 2.25 -1.97 0.001
N -0.97 0.80 -1.77 0.007
H -0.99 0.07 3.09 -0.001
H 0.38 -0.23 2.27 0.000
H 0.96 1.64 3.46 -0.002
H -0.60 2.35 3.16 0.000
H 1.58 1.75 1.10 -0.012
H 1.19 3.36 1.70 0.002
H -1.58 3.97 -0.24 -0.001
H -0.75 4.37 1.25 0.001
H -3.23 3.81 1.44 0.001
H -2.25 2.84 2.50 0.002
H -3.26 2.04 -0.11 -0.005
H -3.61 1.39 1.34 -0.001
H 1.20 2.10 -1.03 -0.003
H 0.59 3.75 -1.09 0.003
H -0.33 2.45 -2.97 -0.001
H -1.66 2.78 -1.88 0.001
H -0.12 0.29 -2.05 0.003
H -1.70 0.48 -2.39 0.002
C -4.53 -1.69 0.91 -0.002
As -3.31 -0.79 -0.28 -0.025
C -4.48 0.35 -1.29 -0.003
C -2.81 -2.17 -1.52 0.009
C -3.63 -2.61 -2.55 0.001
C -3.19 -3.62 -3.39 0.001
C -1.94 -4.20 -3.19 -0.001
C -1.12 -3.77 -2.14 -0.002
C -1.57 -2.76 -1.30 0.005
As -0.61 -2.15 0.24 0.005
C 1.02 -3.16 0.18 0.020
C -1.47 -3.03 1.75 -0.009
H -5.30 -2.10 0.25 -0.001
H -4.99 -1.00 1.61 0.000
H -4.04 -2.49 1.44 0.000
H -5.28 -0.27 -1.70 -0.001
H -3.95 0.84 -2.11 -0.001
H -4.95 1.10 -0.65 0.001
H -4.60 -2.17 -2.72 0.000
H -3.81 -3.96 -4.20 0.000
H -1.59 -4.99 -3.84 0.000
H -0.16 -4.23 -2.00 0.000
H 1.64 -2.89 1.04 -0.001
H 1.57 -2.96 -0.73 0.001
H 0.72 -4.20 0.26 0.002
H -1.98 -3.92 1.38 -0.001
H -2.16 -2.37 2.26 0.001
H -0.70 -3.33 2.46 0.000
C 6.82 -0.52 -1.51 0.001
C 5.78 -0.01 -0.57 0.001
C 6.03 0.66 0.60 -0.001
C 4.94 1.07 1.38 0.000
N 3.67 0.81 1.03 -0.002
C 3.44 0.15 -0.10 0.024
S 1.85 -0.25 -0.65 0.094
N 4.48 -0.24 -0.88 -0.002
C 5.14 1.82 2.65 0.000
H 7.81 -0.30 -1.13 0.000
H 6.71 -0.06 -2.49 0.000
H 6.72 -1.60 -1.63 0.000
H 7.04 0.88 0.90 0.000
H 4.26 -0.72 -1.74 0.000
H 6.19 1.91 2.91 0.000
H 4.61 1.32 3.46 0.000
H 4.72 2.82 2.55 0.000
```

Computed properties:
Total charge: +3
Orbital gap (spin up / spin down), eV: 7.248 / 6.876
E, hartree: -6155.798700
ΔE to the lowest compared entry with this formula, charge and spin, kJ/mol: 154.70
Molar mass, g/mol: 673.6
LUMO level (spin up / spin down), eV: -8.9832 / -9.3465
Spin multiplicity: 2

***

3.
ORCA calculation (the ωB97M-V functional and the def2-TZVPD basis) on a structure of composition C22H42AsBN2O3S2ScSi in a non-equilibrium geometry.

XYZ file:
```
75
Properties=species:S:1:pos:R:3:mulliken_charge:R:1
Sc 0.59 0.45 -0.16 0.088
C 3.50 3.40 -2.28 -0.525
As 2.03 2.37 -3.07 0.611
C 1.35 3.45 -4.59 -1.151
C 2.50 0.62 -3.84 -0.717
S 0.13 2.21 -1.82 -0.464
H 4.42 3.40 -2.87 0.480
H 3.62 2.95 -1.28 -0.321
H 3.07 4.43 -2.23 0.364
H 2.14 4.18 -4.91 0.349
H 0.53 3.99 -4.14 0.353
H 1.03 2.85 -5.39 0.374
H 2.29 0.73 -4.91 0.465
H 1.80 -0.15 -3.35 -0.178
H 3.55 0.46 -3.57 0.382
C -1.20 3.30 1.66 -0.909
Si -2.45 1.91 1.63 0.251
C -3.75 1.65 0.45 -1.007
C -2.95 1.46 3.35 -1.030
H -0.43 3.01 2.38 0.172
H -1.56 4.22 2.02 0.537
H -0.71 3.41 0.67 0.163
H -4.13 2.65 0.11 0.445
H -4.60 1.11 0.96 0.262
H -3.47 1.12 -0.45 0.229
H -3.22 2.43 3.71 0.384
H -2.10 1.10 3.91 0.288
H -3.82 0.80 3.42 0.326
C 2.94 -0.68 3.26 -0.741
C 3.69 0.58 2.90 -0.532
S 3.38 1.38 1.21 0.306
O 1.76 1.39 1.16 -0.170
C 3.61 3.15 1.63 -0.470
C 4.89 3.72 1.04 -1.201
H 3.34 -1.22 4.10 0.444
H 2.95 -1.44 2.38 -0.052
H 1.88 -0.52 3.49 0.227
H 4.80 0.46 2.84 0.446
H 3.49 1.38 3.61 0.385
H 3.60 3.30 2.71 0.526
H 2.72 3.76 1.33 0.301
H 5.75 3.64 1.72 0.322
H 4.84 4.72 0.70 0.389
H 5.07 3.13 0.16 0.338
N -1.31 0.36 0.85 -0.395
C -2.01 -0.65 0.63 0.230
N -2.61 -1.69 0.28 0.380
C -3.10 -2.06 -1.19 -0.434
C -4.59 -2.13 -1.18 -0.618
C -5.10 -3.08 -0.11 -0.689
C -4.52 -2.84 1.36 -0.576
C -3.03 -2.76 1.31 -0.533
H -2.64 -2.99 -1.52 0.114
H -2.70 -1.24 -1.78 0.354
H -4.81 -2.51 -2.20 0.369
H -5.06 -1.13 -1.15 0.290
H -4.75 -4.06 -0.56 0.233
H -6.19 -3.17 -0.08 0.365
H -4.73 -3.74 1.98 0.385
H -4.96 -1.98 1.90 0.263
H -2.66 -3.74 0.96 0.318
H -2.64 -2.44 2.30 0.402
O 1.38 -1.33 -1.11 0.083
B 0.88 -1.13 -2.45 -0.031
O 0.10 -2.25 -2.70 -0.541
C 0.34 -3.28 -1.78 0.649
C -0.12 -4.54 -1.74 -0.843
C 0.31 -5.24 -0.57 -0.590
C 1.33 -4.77 0.32 -0.721
C 1.79 -3.45 0.23 -0.608
C 1.16 -2.74 -0.79 0.892
H -0.73 -4.99 -2.50 0.555
H -0.14 -6.21 -0.42 0.469
H 1.76 -5.43 1.04 0.451
H 2.45 -3.04 1.02 0.039
```

Computed properties:
Total charge: +1
Orbital gap (spin up / spin down), eV: 4.873 / 4.384
E, hartree: -5305.594587
ΔE to the lowest compared entry with this formula, charge and spin, kJ/mol: 631.96
Molar mass, g/mol: 605.5
LUMO level (spin up / spin down), eV: -2.3779 / -2.3872
Spin multiplicity: 1